Computed, not measured: 2 unconnected molecules or ions with the total composition C41H46N3O in a non-equilibrium geometry, with ωB97M-V/def2-TZVPD.

Values from the calculation:
energy relative to the best compared isomer or geometry (same formula, charge and spin): 50.95 kcal/mol
HOMO level: -0.29397 Ha
gap between HOMO and LUMO: 3.9 eV

ORCA input file:
```
! RIJCOSX wB97M-V def2-TZVPD def2/J DEFGRID3
* xyz 1 1
C 5.264 -2.189 1.281
C 3.869 -1.820 1.691
C 2.796 -2.082 0.841
C 1.521 -1.576 1.133
C 0.406 -1.981 0.245
C 1.327 -0.741 2.241
N 0.107 -0.002 2.363
C -0.475 0.861 1.460
C -0.286 1.057 0.014
C 1.024 0.831 -0.605
C 1.112 0.537 -2.038
C 2.182 1.355 0.080
C 2.032 2.147 1.238
C 3.101 2.465 2.065
C 4.396 2.096 1.692
C 4.596 1.428 0.481
C 3.522 1.096 -0.340
O -1.275 1.402 -0.676
N -1.570 1.408 2.060
C -2.494 2.396 1.562
C -2.182 3.760 1.623
C -0.835 4.277 2.032
C -3.179 4.696 1.310
C -4.456 4.306 0.904
C -5.459 5.321 0.448
C -4.764 2.949 0.933
C -3.808 1.994 1.291
C -4.200 0.563 1.393
C -1.689 0.862 3.343
C -0.701 -0.020 3.505
C 2.324 -0.700 3.237
C 2.101 -0.109 4.589
C 3.600 -1.198 2.914
H 5.912 -2.208 2.165
H 5.283 -3.176 0.798
H 5.684 -1.465 0.563
H 2.943 -2.651 -0.083
H 0.080 -3.013 0.463
H -0.449 -1.303 0.300
H 0.788 -1.959 -0.786
H 1.301 1.437 -2.651
H 1.955 -0.154 -2.191
H 0.183 0.053 -2.374
H 1.034 2.539 1.449
H 2.913 3.010 2.991
H 5.235 2.327 2.345
H 5.611 1.175 0.175
H 3.698 0.595 -1.297
H -0.964 5.327 2.335
H -0.412 3.730 2.885
H -0.117 4.281 1.196
H -2.934 5.759 1.403
H -6.471 4.915 0.511
H -5.412 6.236 1.047
H -5.288 5.607 -0.597
H -5.775 2.621 0.699
H -5.284 0.495 1.249
H -3.724 -0.057 0.622
H -3.960 0.150 2.380
H -2.473 1.180 4.010
H -0.507 -0.701 4.311
H 3.003 -0.247 5.201
H 1.894 0.969 4.536
H 1.279 -0.606 5.119
H 4.421 -1.095 3.630
C 2.794 -4.988 -3.857
N 1.829 -3.935 -4.132
C 1.145 -3.968 -5.420
C 1.457 -3.107 -3.172
C 0.414 -2.158 -3.317
C -0.581 -2.128 -2.353
C -1.869 -1.494 -2.425
C -2.713 -1.680 -1.303
C -4.084 -1.534 -1.416
C -4.635 -1.156 -2.647
C -3.796 -0.797 -3.711
C -2.409 -0.906 -3.595
H 2.997 -5.505 -4.799
H 3.711 -4.559 -3.427
H 2.385 -5.714 -3.136
H 1.749 -4.601 -6.080
H 0.145 -4.422 -5.332
H 1.036 -2.956 -5.832
H 1.980 -3.219 -2.209
H 0.361 -1.536 -4.215
H -0.595 -2.980 -1.644
H -2.273 -1.998 -0.357
H -4.713 -1.723 -0.547
H -5.719 -1.106 -2.759
H -4.232 -0.426 -4.641
H -1.737 -0.566 -4.387
*
```

***

Computed, not measured: a molecular structure, C17H38AlBr14ClP, with ωB97M-V/def2-TZVPD.

Values from the calculation:
HOMO level: -0.15080 Ha
gap between HOMO and LUMO: 5.9 eV

ORCA input file:
```
! RIJCOSX wB97M-V def2-TZVPD def2/J DEFGRID3
* xyz -1 1
C 2.777 -2.203 1.304
C 2.195 -2.088 -0.113
P 0.412 -2.542 -0.335
C 0.290 -4.062 0.727
Al -0.788 -0.990 0.993
Cl -0.186 1.036 0.262
H 1.997 -2.041 2.056
H 3.572 -1.472 1.486
H 3.203 -3.196 1.479
H 2.802 -2.675 -0.815
H 2.245 -1.046 -0.459
H -0.685 -4.491 0.469
H 1.067 -4.794 0.476
H 0.318 -3.868 1.805
H -2.342 -1.240 0.721
H -0.456 -1.109 2.576
Br -3.297 -4.099 -0.772
C -4.038 -5.882 -0.688
C -3.037 -6.935 -1.092
Br -2.780 -6.994 -3.024
H -4.920 -5.906 -1.322
H -4.333 -6.037 0.349
H -3.394 -7.926 -0.819
H -2.057 -6.756 -0.658
Br -0.021 7.018 1.750
C -0.591 5.157 1.639
C 0.409 4.289 0.924
Br 0.434 4.622 -0.989
H -1.553 5.170 1.136
H -0.714 4.817 2.665
H 0.152 3.236 1.032
H 1.425 4.456 1.276
Br -3.958 3.293 -4.018
C -3.570 3.288 -2.108
C -2.795 2.077 -1.667
Br -3.862 0.461 -1.625
H -4.533 3.355 -1.609
H -2.990 4.190 -1.926
H -2.424 2.213 -0.654
H -1.946 1.870 -2.313
Br -4.481 -1.616 4.974
C -4.886 -0.315 3.588
C -6.003 -0.781 2.685
Br -5.382 -2.135 1.451
H -3.963 -0.159 3.034
H -5.171 0.595 4.111
H -6.353 0.049 2.073
H -6.832 -1.195 3.253
Br 3.798 1.420 -0.930
C 3.693 3.089 -1.904
C 4.999 3.489 -2.541
Br 6.302 4.130 -1.246
H 3.342 3.830 -1.193
H 2.934 2.944 -2.670
H 4.842 4.313 -3.234
H 5.469 2.656 -3.056
Br 5.481 7.020 4.801
C 4.466 8.295 3.743
C 3.425 7.630 2.881
Br 4.203 6.699 1.368
H 5.190 8.843 3.147
H 3.989 8.965 4.455
H 2.752 8.378 2.466
H 2.845 6.896 3.433
Br 1.092 -5.287 -2.647
C 0.963 -6.588 -4.077
C 2.183 -7.464 -4.197
Br 3.710 -6.528 -4.958
H 0.778 -6.029 -4.991
H 0.095 -7.204 -3.847
H 1.989 -8.302 -4.864
H 2.507 -7.830 -3.227
*
```

***

Computed, not measured: a molecular structure, C6H13N4O in a non-equilibrium geometry, with ωB97M-V/def2-TZVPD.

Values from the calculation:
energy relative to the best compared isomer or geometry (same formula, charge and spin): 141.42 kcal/mol
HOMO level: -0.52084 Ha
gap between HOMO and LUMO: 9.6 eV

ORCA input file:
```
! RIJCOSX wB97M-V def2-TZVPD def2/J DEFGRID3
* xyz 1 1
C 1.898 1.273 0.339
C 2.938 -0.485 -0.638
C -2.428 -0.332 0.120
C -1.051 -0.931 -0.411
C 2.017 -0.989 0.450
C -1.072 1.320 -0.559
N 2.940 0.952 -0.292
N -1.967 1.018 0.558
N -0.155 0.158 -0.747
N 1.078 0.108 0.603
O 0.485 0.060 1.763
H 1.684 2.244 0.780
H 4.011 -0.921 -0.497
H 2.879 -0.788 -1.673
H -3.099 -0.224 -0.724
H -2.985 -0.987 0.886
H -0.756 -1.697 0.265
H -1.294 -1.557 -1.378
H 1.628 -1.950 0.212
H 2.562 -1.266 1.289
H -1.683 1.327 -1.609
H -0.521 2.250 -0.465
H -2.629 1.692 0.572
H -0.390 0.505 1.796
*
```

***

Computed, not measured: a gas-phase ion, C9H12BO5 (charge -1) in a non-equilibrium geometry, with ωB97M-V/def2-TZVPD.

Values from the calculation:
energy relative to the best compared isomer or geometry (same formula, charge and spin): 75.62 kcal/mol
HOMO level: -0.16546 Ha
gap between HOMO and LUMO: 7.7 eV

ORCA input file:
```
! RIJCOSX wB97M-V def2-TZVPD def2/J DEFGRID3
* xyz -1 1
C 1.018 -2.752 0.518
C 0.176 -1.896 -0.509
C 0.446 -0.381 -0.369
C 0.361 0.314 -1.600
C -0.375 1.391 -1.862
C -1.205 2.097 -0.937
C -0.962 2.386 0.350
C -2.031 2.525 1.359
O -1.685 1.942 2.454
O -3.160 2.878 1.073
C 0.351 0.158 0.892
O -0.543 -0.480 1.781
B 1.286 0.980 1.712
O 0.887 1.654 2.774
O 2.634 0.967 1.435
H 0.499 -2.846 1.469
H 1.986 -2.097 0.481
H 1.189 -3.610 -0.084
H -0.844 -2.156 -0.572
H 0.556 -2.129 -1.526
H 0.910 -0.102 -2.440
H -0.640 1.650 -2.872
H -2.374 2.125 -1.215
H 0.036 2.537 0.821
H -1.106 0.289 2.088
H -0.100 1.658 2.861
H 3.157 1.465 2.114
*
```

***

Computed, not measured: 6 unconnected molecules or ions with the total composition C21H54N3O18P2S8 in a non-equilibrium geometry, with ωB97M-V/def2-TZVPD.

Values from the calculation:
HOMO level: -0.44530 Ha
gap between HOMO and LUMO: 8.5 eV

ORCA input file:
```
! RIJCOSX wB97M-V def2-TZVPD def2/J DEFGRID3
* xyz 1 1
N 1.939 -5.137 1.043
C 1.842 -4.853 -0.412
C 0.365 -4.758 -1.019
N 0.503 -5.181 -2.478
C 1.400 -4.486 -3.101
S 2.813 -3.719 -3.574
C -0.276 -3.284 -1.082
P -0.995 -2.533 0.476
S -0.346 -3.181 2.181
O -1.332 -3.319 -2.090
C -2.407 -4.225 -1.748
C -1.904 -5.728 -1.336
N -0.652 -5.697 -0.447
P -0.169 -7.378 -0.139
O -1.566 -8.393 -0.303
O 0.314 -7.628 1.505
S 1.183 -8.163 -1.248
H 2.577 -5.914 1.258
H 2.198 -4.279 1.559
H 2.520 -5.634 -0.927
H 2.358 -3.834 -0.599
H 0.495 -2.519 -1.484
H -2.447 -2.564 0.554
H -0.692 -1.110 0.435
H -2.989 -4.396 -2.733
H -3.179 -3.821 -1.013
H -1.786 -6.417 -2.237
H -2.795 -6.150 -0.729
H -1.019 -5.343 0.476
H -2.134 -8.179 0.488
H 0.168 -6.798 2.029
O 3.922 -1.225 -1.288
S 3.578 0.017 -0.641
O 2.212 0.359 -0.335
O 4.251 1.240 -1.458
C 4.007 1.340 -2.861
C 2.644 1.942 -3.147
C 4.546 0.180 0.833
H 4.119 0.365 -3.345
H 4.781 1.993 -3.270
H 1.844 1.265 -2.840
H 2.528 2.142 -4.215
H 2.509 2.875 -2.594
H 5.591 -0.012 0.592
H 4.186 -0.553 1.555
H 4.417 1.187 1.229
O 1.579 3.544 3.983
S 3.015 3.414 3.976
O 3.665 2.128 4.036
O 3.636 4.366 5.127
C 3.146 4.232 6.460
C 3.763 3.036 7.162
C 3.655 4.305 2.586
H 2.054 4.175 6.470
H 3.426 5.144 6.992
H 3.422 2.100 6.715
H 3.489 3.027 8.219
H 4.853 3.057 7.077
H 3.217 5.303 2.574
H 3.377 3.763 1.682
H 4.741 4.358 2.670
O -4.991 1.567 4.164
S -3.798 1.095 4.820
O -3.310 1.694 6.034
O -2.590 1.044 3.742
C -2.298 2.223 2.992
C -1.486 3.213 3.805
C -3.941 -0.653 5.071
H -3.216 2.681 2.613
H -1.713 1.908 2.124
H -2.078 3.625 4.626
H -1.151 4.043 3.179
H -0.614 2.728 4.248
H -4.245 -1.119 4.135
H -4.697 -0.821 5.837
H -2.979 -1.041 5.404
O 1.457 6.712 1.270
S 1.293 7.939 0.530
O 1.496 9.227 1.141
O -0.154 7.927 -0.194
C -1.312 7.682 0.603
C -1.738 8.925 1.361
C 2.275 7.852 -0.942
H -1.146 6.842 1.283
H -2.110 7.389 -0.083
H -1.005 9.189 2.127
H -2.700 8.765 1.854
H -1.822 9.781 0.686
H 2.075 6.905 -1.443
H 3.324 7.907 -0.649
H 2.023 8.694 -1.585
O -3.359 -2.961 -8.877
S -4.405 -3.581 -8.104
O -5.449 -2.808 -7.482
O -3.732 -4.541 -6.985
C -2.749 -3.984 -6.118
C -3.386 -3.178 -5.001
C -5.150 -4.861 -9.075
H -2.030 -3.380 -6.681
H -2.196 -4.823 -5.687
H -3.862 -2.276 -5.391
H -2.634 -2.874 -4.268
H -4.161 -3.761 -4.496
H -4.363 -5.489 -9.493
H -5.717 -4.387 -9.876
H -5.816 -5.443 -8.439
*
```

***

Computed, not measured: a single C6H10ClN molecule in a non-equilibrium geometry, with ωB97M-V/def2-TZVPD.

Values from the calculation:
energy relative to the best compared isomer or geometry (same formula, charge and spin): 84.87 kcal/mol
HOMO level: -0.32791 Ha
gap between HOMO and LUMO: 10.0 eV

ORCA input file:
```
! RIJCOSX wB97M-V def2-TZVPD def2/J DEFGRID3
* xyz 0 1
C -1.255 -0.486 -2.331
N -0.511 -0.801 -1.149
C -1.048 -1.888 -0.288
C -0.876 -1.401 1.261
C 0.066 -0.288 1.027
C 0.270 1.186 0.690
Cl 1.999 1.679 0.651
C -0.532 0.310 -0.249
H -0.733 0.270 -2.921
H -2.302 -0.116 -2.151
H -1.224 -1.407 -2.956
H -2.125 -2.009 -0.451
H -0.550 -2.816 -0.533
H -0.503 -2.235 1.923
H -1.856 -1.093 1.583
H 1.010 -0.736 0.784
H -0.256 2.085 1.075
H -1.609 0.513 -0.031
*
```

***

Computed, not measured: a gas-phase ion, C6H10N3O3 (charge -1) in a non-equilibrium geometry, with ωB97M-V/def2-TZVPD.

Values from the calculation:
energy relative to the best compared isomer or geometry (same formula, charge and spin): 34.25 kcal/mol
HOMO level: -0.14859 Ha
gap between HOMO and LUMO: 7.7 eV

ORCA input file:
```
! RIJCOSX wB97M-V def2-TZVPD def2/J DEFGRID3
* xyz -1 1
C 0.739 -0.552 -2.871
C 0.113 -1.200 -1.597
N -1.165 -1.400 -1.531
N -1.682 -2.165 -0.565
C -1.147 -2.179 0.622
O -1.392 -2.935 1.561
C -0.277 -1.007 1.018
C -0.768 0.397 0.672
C -0.928 1.402 1.900
O 0.149 1.837 2.669
N 0.552 -1.208 1.998
O 1.330 -0.487 2.715
H 0.806 0.517 -2.618
H 0.154 -0.673 -3.730
H 1.729 -0.916 -3.060
H 0.651 -1.809 -0.864
H -1.712 0.371 0.317
H -0.107 0.958 -0.094
H -1.396 2.441 1.593
H -1.575 0.837 2.695
H 0.643 1.081 2.845
H 0.666 -2.137 2.197
*
```

***

Computed, not measured: a molecular structure, H8MgO8S in a non-equilibrium geometry, with ωB97M-V/def2-TZVPD.

Values from the calculation:
energy relative to the best compared isomer or geometry (same formula, charge and spin): 1.14 kcal/mol
HOMO level: -0.28346 Ha
gap between HOMO and LUMO: 6.8 eV

ORCA input file:
```
! RIJCOSX wB97M-V def2-TZVPD def2/J DEFGRID3
* xyz 0 1
Mg 0.006 -0.072 0.150
S 0.832 0.730 -2.117
O 1.891 -0.007 -2.784
O 0.292 1.833 -2.865
O -0.289 -0.258 -1.717
O 1.284 1.181 -0.721
O 1.283 -1.648 0.139
H 1.833 -2.007 0.835
H 1.560 -2.054 -0.688
O -1.548 -1.267 0.566
H -1.539 -2.226 0.582
H -2.412 -1.036 0.214
O -1.325 1.525 0.314
H -1.329 2.466 0.497
H -2.254 1.278 0.266
O 0.461 0.365 2.112
H 0.121 1.167 2.513
H 1.133 0.030 2.705
*
```

***

Computed, not measured: a single C3H5N5O molecule in a non-equilibrium geometry, with ωB97M-V/def2-TZVPD.

Values from the calculation:
energy relative to the best compared isomer or geometry (same formula, charge and spin): 103.87 kcal/mol
HOMO level: -0.35087 Ha
gap between HOMO and LUMO: 9.5 eV

ORCA input file:
```
! RIJCOSX wB97M-V def2-TZVPD def2/J DEFGRID3
* xyz 0 1
H -0.366 0.315 1.648
N -1.330 -0.164 1.566
C -1.859 -0.125 0.416
N -1.360 0.086 -0.915
N -0.004 -0.009 -1.077
O 0.454 -1.423 -0.704
C 1.406 -1.162 0.407
N 1.570 0.088 0.725
C 0.748 0.756 -0.309
N 0.587 2.101 -0.176
H 1.318 2.053 0.693
H -2.925 -0.300 0.403
H -1.777 -0.276 -1.755
H 2.113 -1.928 0.701
*
```

***

Computed, not measured: a single C3H6N2O2 molecule, with ωB97M-V/def2-TZVPD.

Values from the calculation:
energy relative to the best compared isomer or geometry (same formula, charge and spin): 32.63 kcal/mol
HOMO level: -0.37184 Ha
gap between HOMO and LUMO: 10.8 eV

ORCA input file:
```
! RIJCOSX wB97M-V def2-TZVPD def2/J DEFGRID3
* xyz 0 1
H 0.275 0.503 -1.633
N 0.823 0.518 -0.780
C 0.145 0.197 0.241
N 0.744 0.084 1.489
C 2.067 -0.273 1.648
O 2.594 -0.383 2.730
O -1.170 -0.099 0.350
C -1.913 -0.083 -0.857
H 0.179 0.167 2.324
H 2.573 -0.460 0.689
H -2.924 -0.390 -0.593
H -1.497 -0.793 -1.581
H -1.936 0.921 -1.295
*
```

***

Computed, not measured: a single C7H6O molecule in a non-equilibrium geometry, with ωB97M-V/def2-TZVPD.

Values from the calculation:
energy relative to the best compared isomer or geometry (same formula, charge and spin): 57.28 kcal/mol
HOMO level: -0.30653 Ha
gap between HOMO and LUMO: 9.0 eV

ORCA input file:
```
! RIJCOSX wB97M-V def2-TZVPD def2/J DEFGRID3
* xyz 0 1
C -0.489 1.718 -0.113
C -0.609 0.249 0.018
C 0.341 -0.700 0.015
C 0.448 -2.153 -0.037
C 1.804 -2.185 -0.048
C 1.929 -0.629 0.035
C 2.655 0.472 0.050
O 3.216 1.492 0.050
H -0.423 1.974 -1.121
H 0.308 2.105 0.371
H -1.365 2.133 0.254
H -1.522 -0.185 0.127
H -0.206 -3.019 0.056
H 2.582 -2.937 -0.008
*
```

***

Computed, not measured: 2 unconnected molecules or ions with the total composition C7H15NO in a non-equilibrium geometry, with ωB97M-V/def2-TZVPD.

Values from the calculation:
energy relative to the best compared isomer or geometry (same formula, charge and spin): 88.01 kcal/mol
HOMO level: -0.31038 Ha
gap between HOMO and LUMO: 9.4 eV

ORCA input file:
```
! RIJCOSX wB97M-V def2-TZVPD def2/J DEFGRID3
* xyz 0 1
C 0.469 -1.340 -1.532
C 0.809 -0.329 -0.952
N 1.457 0.726 -0.345
C 2.453 0.320 0.635
C 1.952 1.708 -1.300
H 0.324 -2.268 -2.008
H 2.016 -0.397 1.330
H 3.348 -0.145 0.197
H 2.753 1.209 1.197
H 2.804 1.353 -1.897
H 2.249 2.599 -0.741
H 1.144 1.966 -1.983
C -1.165 -0.743 1.662
C -1.994 0.010 0.625
C -2.743 -0.954 -0.290
O -1.176 0.842 -0.193
H -0.444 -1.380 1.159
H -1.806 -1.365 2.278
H -0.633 -0.046 2.310
H -2.730 0.636 1.156
H -3.443 -1.564 0.277
H -3.290 -0.392 -1.043
H -2.030 -1.599 -0.794
H -0.326 1.153 0.249
*
```

***

Q: What is the HOMO level in the twelfth record?
A: -0.31038 Ha